DFT (ωB97M-V/def2-TZVPD) results for C12H21F6Mn2N3O12S2 as an isolated structure.

The geometry in ORCA input format:
```
! RIJCOSX wB97M-V def2-TZVPD def2/J DEFGRID3
* xyz 0 11
Mn -0.17912 -2.16670 -0.13641
Mn -3.48716 0.22677 -0.09055
C -2.06499 -1.11478 4.01715
F -1.73927 -2.11046 4.87616
F -3.16324 -0.54149 4.51729
F -1.01561 -0.29995 3.91686
S -2.50461 -1.86685 2.26578
O -3.09048 -0.67100 1.64153
O -1.27490 -2.28246 1.61580
O -3.38249 -3.03936 2.49726
C -3.47395 -4.75399 -2.27319
F -2.61938 -4.61091 -3.25268
F -4.31798 -3.75337 -2.28079
F -4.19767 -5.79418 -2.47687
S -2.39227 -4.88311 -0.68110
O -1.47215 -3.73117 -0.68766
O -3.40057 -4.67076 0.35818
O -1.72104 -6.17486 -0.63468
C -1.16228 0.06868 -1.11497
O -1.74124 1.11146 -1.00526
O 0.02695 -0.22055 -1.03386
O -1.81749 -0.88814 -0.74599
C -2.68634 4.16495 -2.96596
O -3.49989 4.30745 -3.90611
N -2.46792 5.02938 -1.96671
C -1.52310 4.77301 -0.89937
C -3.01488 6.34287 -1.87903
H -2.13822 3.22310 -2.80882
H -1.94813 5.08990 0.05301
H -0.63465 5.37272 -1.09710
H -1.34221 3.69856 -0.86865
H -3.64829 6.46221 -1.00003
H -2.14830 7.00278 -1.83816
H -3.59459 6.61923 -2.75976
C 4.68795 -2.38899 -0.62506
O 5.51711 -3.25982 -0.78347
N 4.43381 -1.38685 -1.49761
C 4.90564 -1.33535 -2.92992
C 3.55941 -0.28494 -1.15871
H 4.11302 -2.20128 0.29495
H 4.20565 -0.88143 -3.63139
H 5.24128 -2.34349 -3.17303
H 5.71266 -0.61086 -3.03906
H 2.97488 -0.25717 -0.23912
H 4.04981 0.68851 -1.16225
H 2.70547 -0.31464 -1.83546
C 1.82651 -1.08276 2.32705
O 1.50014 -1.43648 1.16394
N 2.05369 0.20822 2.68988
C 2.66434 0.58944 3.96017
C 2.01581 1.28475 1.70158
H 1.96021 -1.74362 3.19745
H 2.88654 -0.18462 4.69471
H 2.04100 1.31225 4.48655
H 3.64002 1.06842 3.87810
H 1.70687 0.90883 0.72622
H 1.42345 2.08368 2.14758
H 3.01219 1.64923 1.45159
*
```

relative energy (zero: lowest compared OMol25 entry of this formula, charge and spin)	278.4	kJ/mol
<S²>	30.01
HOMO level (alpha / beta)	-9.3 / -9.3	eV
E	-5234.59484	a.u.